DFT (ωB97M-V/def2-TZVPD) results for an isolated molecule of C26H20FN5O2 at a distorted geometry.

Output
- Strongest force on any atom: 0.0307 Eh/bohr
- E_tot: -1526.922794 Ha
- SMILES string: Cc1c(/N=C2\N=C(NC(=O)c3ccc(F)cc3)c3ccccc32)c(=O)n(-c2ccccc2)n1C
- E_HOMO: -7.53 eV
- HOMO-LUMO gap: 6.97 eV
- E_LUMO: -0.55 eV

Each line ends with the Löwdin charge.
Element x y z (Å)
F: -2.21 3.64 -0.46  0.050
O: -0.72 0.18 1.27  0.067
O: 4.05 4.03 -0.30  0.107
N: -2.35 -1.68 -1.13  -0.088
N: 3.87 1.90 0.34  0.191
N: -2.32 -0.70 -0.15  0.051
N: 2.13 0.31 0.02  0.214
N: 1.07 -1.83 -0.29  0.196
C: -5.61 -0.97 1.49  -0.085
C: 5.16 -3.08 0.95  -0.071
C: 2.05 -1.08 0.03  -0.260
C: -0.33 3.01 0.82  -0.010
C: -4.76 1.25 1.78  -0.067
C: 5.98 -1.98 1.17  -0.078
C: 1.84 3.16 -0.19  -0.165
C: -3.63 0.92 1.06  0.002
C: 3.36 -1.63 0.40  -0.092
C: -0.87 3.48 -0.36  -0.262
C: 3.83 -2.92 0.56  -0.003
C: 5.51 -0.69 1.01  -0.018
C: 1.03 2.83 0.90  -0.022
C: 3.35 0.64 0.33  -0.232
C: -1.07 -2.10 -1.34  -0.199
C: -3.48 -0.36 0.56  -0.193
C: -5.76 0.31 1.99  -0.092
C: 1.28 3.66 -1.36  -0.009
C: -0.22 -1.46 -0.47  -0.145
C: -1.01 -0.53 0.33  -0.346
C: 3.32 3.09 -0.08  -0.407
C: 4.19 -0.52 0.62  -0.094
C: -0.72 -3.08 -2.40  -0.004
C: -0.09 3.81 -1.46  0.001
C: -3.32 -1.56 -2.20  -0.011
C: -4.47 -1.32 0.78  -0.030
H: -0.97 2.77 1.66  0.114
H: -3.48 -2.54 -2.64  0.093
H: 4.87 1.94 0.48  0.153
H: 1.47 2.45 1.81  0.127
H: 0.30 -3.42 -2.23  0.079
H: 1.92 3.93 -2.18  0.122
H: -4.26 -1.21 -1.78  0.084
H: 5.56 -4.07 1.08  0.103
H: -4.88 2.25 2.17  0.107
H: -4.34 -2.33 0.42  0.114
H: -0.78 -2.62 -3.39  0.090
H: 7.00 -2.14 1.47  0.103
H: 6.16 0.16 1.19  0.108
H: 3.19 -3.77 0.39  0.114
H: -2.86 1.65 0.88  0.086
H: -1.40 -3.93 -2.38  0.086
H: -0.56 4.18 -2.36  0.117
H: -6.65 0.57 2.55  0.100
H: -6.37 -1.72 1.66  0.103
H: -2.99 -0.86 -2.97  0.101

DFT (ωB97M-V/def2-TZVPD) results for a structure of composition C26H21AuN7OSSe at a distorted geometry.

Output
- Strongest force on any atom: 0.0399 Eh/bohr
- E_tot: -4396.260623 Ha
- E_HOMO: -16.82 eV
- HOMO-LUMO gap: 4.49 eV
- E_LUMO: -12.33 eV
- Total charge: +3

Each line ends with the Löwdin charge.
Element x y z (Å)
Au: 0.20 0.58 0.33  1.357
Se: 2.76 1.92 -6.89  1.310
S: 1.13 3.75 3.87  1.198
O: 0.98 -1.63 1.15  -0.279
N: 0.56 1.95 2.16  -0.055
N: 3.53 1.59 -5.34  -0.213
N: 1.17 1.72 -6.18  -0.212
N: -1.55 0.42 1.55  0.048
N: -0.54 0.77 -1.78  0.032
N: 1.98 0.67 -0.86  0.004
N: -2.84 1.10 3.21  0.234
C: 4.19 1.02 -2.50  0.085
C: -0.40 3.01 3.94  -0.265
C: 0.16 1.24 -4.01  -0.047
C: -1.18 1.32 -4.41  0.083
C: 3.21 0.58 -0.37  -0.082
C: 1.80 0.91 -2.17  -0.123
C: 2.63 1.36 -4.42  -0.319
C: -1.65 1.23 2.61  -0.222
C: 0.81 -2.06 2.49  -0.199
C: 2.90 1.09 -3.03  -0.045
C: 0.45 0.97 -2.66  -0.132
C: 1.51 2.76 2.52  -0.382
C: 1.42 -3.95 1.22  -0.127
C: 1.61 -3.35 2.61  -0.127
C: -3.56 0.15 2.51  -0.147
C: 1.26 1.44 -4.90  -0.320
C: -2.17 1.12 -3.47  0.032
C: -1.80 0.84 -2.15  -0.070
C: 1.46 -2.70 0.35  -0.195
C: -5.24 -1.33 1.75  -0.015
C: -4.39 -1.78 0.72  -0.035
C: -3.12 -1.26 0.56  -0.021
C: -4.84 -0.37 2.66  0.033
C: -2.71 -0.28 1.46  -0.220
C: -0.55 2.07 2.95  -0.297
C: 4.35 0.74 -1.16  0.028
H: -4.75 -2.54 0.05  0.125
H: -5.50 -0.04 3.45  0.133
H: -3.17 1.59 4.03  0.199
H: 3.28 0.37 0.68  0.129
H: 2.49 -2.46 0.04  0.121
H: -0.26 -2.23 2.68  0.125
H: -2.46 -1.60 -0.22  0.108
H: 2.66 -3.13 2.80  0.127
H: 1.14 -1.25 3.15  0.119
H: -6.22 -1.77 1.83  0.129
H: -2.54 0.66 -1.38  0.113
H: 0.85 -2.76 -0.56  0.123
H: 5.33 0.66 -0.72  0.137
H: -3.22 1.18 -3.73  0.137
H: -1.12 3.30 4.69  0.101
H: 1.24 -3.99 3.41  0.131
H: 5.04 1.18 -3.16  0.146
H: -1.41 1.54 -5.44  0.145
H: 2.46 2.81 2.01  0.096
H: 2.18 -4.66 0.95  0.131
H: 0.44 -4.43 1.13  0.127

DFT (ωB97M-V/def2-TZVPD) results for a structure of composition C26H21CoFN5O4 at a distorted geometry.

Output
- Strongest force on any atom: 0.0332 Eh/bohr
- E_tot: -3060.265286 Ha
- E_HOMO (spin up / spin down): -14.55 / -14.55 eV
- HOMO-LUMO gap (spin up / spin down): 6.10 / 6.56 eV
- E_LUMO (spin up / spin down): -8.45 / -7.99 eV
- Total charge: +2

Each line ends with the Löwdin charge.
Element x y z (Å)
Co: -1.57 -0.84 -0.75  0.844
F: 4.47 -0.82 -3.45  0.119
O: -1.49 -1.26 0.98  -0.049
O: -0.71 -1.07 3.05  0.167
O: 0.21 -1.12 -0.96  -0.058
O: -5.47 2.44 -0.62  0.066
N: -3.47 -0.97 -1.22  -0.013
N: 3.19 -1.13 1.87  0.059
N: -7.55 1.57 -0.78  0.212
N: -1.35 1.08 -0.90  -0.011
N: -1.78 4.05 -4.61  0.222
C: 3.53 -1.09 0.52  -0.043
C: 2.84 -0.98 -1.81  0.086
C: 5.17 -0.99 -1.22  0.096
C: -0.49 -1.13 1.87  -0.510
C: -1.69 3.59 -3.56  -0.145
C: -4.21 0.13 -1.05  -0.027
C: -5.58 0.12 -0.98  -0.070
C: 5.48 -1.79 2.44  -0.120
C: -5.47 -2.26 -1.27  0.004
C: 4.15 -0.93 -2.17  -0.239
C: 5.99 -1.18 1.14  -0.110
C: -4.10 -2.16 -1.33  -0.060
C: 1.93 -1.14 2.23  0.076
C: -6.23 -1.11 -1.08  0.055
C: -6.21 1.49 -0.77  -0.481
C: 2.51 -1.06 -0.45  -0.041
C: -1.44 1.66 -2.11  -0.029
C: -1.36 1.84 0.21  -0.044
C: 4.89 -1.08 0.12  -0.106
C: 1.14 -1.11 -0.04  -0.211
C: 0.88 -1.13 1.32  -0.026
C: -1.60 3.82 -1.10  0.062
C: 4.25 -1.06 2.93  -0.279
C: -1.57 3.02 -2.24  -0.162
C: 4.49 0.40 3.30  -0.010
C: -1.48 3.21 0.14  0.023
H: 6.20 -0.98 -1.56  0.151
H: 4.80 0.99 2.44  0.091
H: -8.17 0.80 -0.95  0.107
H: 6.25 -1.76 3.21  0.136
H: 6.81 -1.78 0.73  0.135
H: 5.23 -2.84 2.27  0.136
H: 3.59 0.85 3.72  0.090
H: 3.84 -1.57 3.79  0.154
H: -5.93 -3.23 -1.36  0.132
H: -1.40 1.01 -2.98  0.152
H: 5.28 0.45 4.05  0.104
H: 6.41 -0.19 1.32  0.131
H: -7.31 -1.19 -1.00  0.131
H: 1.70 -1.16 3.29  0.169
H: -1.50 3.79 1.05  0.137
H: -3.73 1.09 -0.96  0.107
H: -1.72 4.89 -1.19  0.149
H: -7.96 2.48 -0.65  0.136
H: 2.06 -0.96 -2.56  0.138
H: -3.49 -3.04 -1.48  0.135
H: -1.29 1.32 1.16  0.133